The following is a quantum chemistry calculation of a molecular structure, C44H45N10ORbS3Se, from OMol25.

The value obtained for the molar mass is 990.542 g/mol. The multiplicity is 1. The energy above the lowest of the compared OMol25 structures with the same formula, charge and spin is 41.37 kJ/mol. Its LUMO energy (alpha / beta) is -0.12 / 0.02 eV.

Each line ends with the Löwdin charge.
Atoms and positions in Å:
Rb  -0.0655  0.2390  0.0337  0.7618
C  -1.1429  2.5139  3.0436  -0.2065
C  0.3891  2.5304  3.1162  -0.2031
N  1.0282  1.3121  2.6461  -0.1218
C  1.0327  0.1689  3.5445  -0.2194
C  -0.3380  -0.4484  3.8102  -0.2120
N  -1.1555  -0.6486  2.6248  -0.1110
C  -2.5130  -0.1449  2.6668  -0.2148
C  -2.7716  1.1248  1.8167  -0.2290
N  -1.6338  2.0227  1.7693  -0.1335
H  -1.4940  3.5304  3.2672  0.1202
H  -1.5513  1.8908  3.8349  0.0912
H  0.6721  2.7868  4.1515  0.1174
H  0.7529  3.3423  2.4819  0.1209
H  1.9692  1.5166  2.3401  0.1078
H  1.4725  0.4042  4.5295  0.1163
H  1.6679  -0.5897  3.0817  0.1024
H  -0.8951  0.1710  4.5135  0.0994
H  -0.1550  -1.3940  4.3352  0.1205
H  -1.0606  -1.5708  2.2351  0.0709
H  -2.8095  0.0504  3.7027  0.1082
H  -3.2042  -0.9122  2.3050  0.1137
H  -3.6919  1.5908  2.2073  0.1143
H  -2.9943  0.8433  0.7827  0.1011
H  -1.7674  2.7584  1.0912  0.1079
N  -1.4797  -1.5526  -1.4829  -0.3943
S  -2.2793  -2.4571  -2.2885  0.7093
N  -1.6977  -3.3121  -3.5874  -0.3631
S  -0.4222  -4.2091  -3.5555  0.8970
N  0.7477  -4.0148  -2.3946  -0.3498
S  1.7310  -2.8146  -2.3480  0.9413
N  1.6172  -1.8468  -1.1324  -0.2116
C  3.3673  -3.4839  -2.3153  -0.3147
C  3.5871  -4.8436  -2.4518  -0.0548
C  4.8923  -5.3083  -2.3918  -0.0602
C  5.9390  -4.4159  -2.2062  -0.0596
C  5.6957  -3.0535  -2.0668  -0.0457
C  4.3996  -2.5726  -2.1131  -0.0448
C  1.7088  -1.7557  -3.7548  -0.3161
C  0.7938  -0.7146  -3.7984  -0.1031
C  0.7901  0.1035  -4.9181  -0.0570
C  1.6910  -0.1118  -5.9476  -0.0414
C  2.5968  -1.1631  -5.8855  -0.0480
C  2.6074  -2.0020  -4.7877  -0.0526
C  -0.8417  -5.8550  -2.9942  -0.3049
C  -1.4978  -6.6512  -3.9243  -0.0588
C  -1.9442  -7.9062  -3.5444  -0.0637
C  -1.7286  -8.3538  -2.2472  -0.0704
C  -1.0697  -7.5470  -1.3295  -0.0633
C  -0.6196  -6.2900  -1.6975  -0.0629
C  0.1234  -4.3379  -5.1206  -0.4114
C  1.2295  -5.2083  -5.3774  -0.1015
C  1.8123  -5.2008  -6.6244  -0.1060
C  1.3460  -4.3649  -7.6407  -0.1034
C  0.2389  -3.5338  -7.3876  -0.1022
C  -0.3726  -3.5007  -6.1650  -0.0846
C  -3.6510  -1.7296  -3.1775  -0.3024
C  -3.4383  -1.2133  -4.4480  -0.0624
C  -4.4547  -0.5054  -5.0686  -0.0658
C  -5.6685  -0.3147  -4.4203  -0.0768
C  -5.8653  -0.8245  -3.1455  -0.0699
C  -4.8505  -1.5290  -2.5145  -0.0648
C  -3.1054  -3.7465  -1.3399  -0.3294
C  -2.8228  -3.7785  0.0137  -0.0679
C  -3.4419  -4.7311  0.8134  -0.0651
C  -4.3383  -5.6263  0.2508  -0.0757
C  -4.6122  -5.5863  -1.1132  -0.0676
C  -3.9918  -4.6460  -1.9170  -0.0749
H  2.7512  -5.5160  -2.5818  0.0986
H  5.0888  -6.3675  -2.4867  0.1094
H  6.9554  -4.7847  -2.1629  0.1090
H  6.5152  -2.3642  -1.9183  0.1159
H  4.1855  -1.5142  -2.0017  0.1006
H  0.1117  -0.5151  -2.9856  0.0618
H  0.1106  0.9441  -4.9502  0.1092
H  1.6984  0.5531  -6.8012  0.1137
H  3.2983  -1.3319  -6.6902  0.1146
H  3.3071  -2.8239  -4.7358  0.1182
H  -1.6412  -6.2883  -4.9344  0.1224
H  -2.4466  -8.5389  -4.2638  0.1083
H  -2.0710  -9.3373  -1.9525  0.1062
H  -0.9039  -7.8951  -0.3185  0.1103
H  -0.0905  -5.6590  -0.9960  0.1070
H  1.5748  -5.8934  -4.6139  0.0963
H  2.6412  -5.8710  -6.8185  0.1036
H  1.8154  -4.3716  -8.6140  0.0912
H  -0.1451  -2.9008  -8.1783  0.1047
H  -1.2257  -2.8665  -5.9778  0.0826
H  -2.4865  -1.3664  -4.9384  0.0905
H  -4.2997  -0.1030  -6.0609  0.1079
H  -6.4616  0.2348  -4.9099  0.1050
H  -6.8094  -0.6730  -2.6392  0.1068
H  -4.9963  -1.9245  -1.5163  0.1168
H  -2.1149  -3.0592  0.4085  0.0885
H  -3.2271  -4.7679  1.8737  0.1075
H  -4.8251  -6.3656  0.8741  0.1047
H  -5.3072  -6.2927  -1.5480  0.1078
H  -4.1991  -4.5971  -2.9791  0.1218
O  -0.7002  2.2809  -1.7439  -0.2185
N  0.0778  2.6780  -2.5078  0.0357
N  1.1637  -2.6630  1.1607  0.1516
C  1.3881  -2.3647  0.0636  -0.5102
Se  2.6794  1.4365  -1.7805  0.4351
C  3.4912  2.7920  -2.6964  -0.9180
N  4.0031  3.6519  -3.2776  -0.0142